1.
Below is C3H3N3O2S in the gas phase at a distorted geometry, with properties calculated with wB97M-V/def2-TZVPD.

Results
**Molecular weight**: 145.143 g/mol
**Kohn-Sham gap**: 0.24277 hartree
**Relative energy (zero: lowest compared OMol25 entry of this formula, charge and spin)**: 6.611 eV
**F_max**: 3.3 eV/A

The geometry in ORCA input format:
```
! RIJCOSX wB97M-V def2-TZVPD def2/J DEFGRID3
* xyz 0 1
C 0.0056 -2.3269 0.2899
C 1.2024 -0.3542 0.1345
C -1.4777 -0.2489 0.2303
N 1.0784 -1.5636 0.3093
N 1.8944 0.6174 0.0734
N -2.5717 0.4778 0.1218
O -3.5670 0.1150 -0.5447
O -2.6629 1.8250 0.6431
S -1.6175 -1.9324 0.1131
H 0.2901 -3.4514 0.1269
H -3.5803 1.9250 0.5009
H 1.8812 1.5922 0.2993
*
```

2.
Below is 2 unconnected molecules or ions with the total composition C4H13NO at a distorted geometry, with properties calculated with wB97M-V/def2-TZVPD.

Results
**Molecular weight**: 91.154 g/mol
**Kohn-Sham gap**: 0.38432 hartree
**Relative energy (zero: lowest compared OMol25 entry of this formula, charge and spin)**: 1.016 eV
**F_max**: 1.3 eV/A
**Structure (SMILES)**: CCOCC.N

The geometry in ORCA input format:
```
! RIJCOSX wB97M-V def2-TZVPD def2/J DEFGRID3
* xyz 0 1
C -2.5958 -0.3501 1.9940
C -2.2599 -0.4330 0.5282
N 5.2715 -1.8450 -0.4974
H -1.7844 0.1287 2.5403
H -3.4003 0.3355 2.2692
H -2.7761 -1.3279 2.4380
H -3.1141 -0.1052 -0.0725
H -1.9822 -1.4487 0.2312
H 5.4306 -1.0607 -1.1026
H 4.5944 -2.5102 -0.8368
H 4.8643 -1.5127 0.3627
C -0.6271 0.5895 -0.9692
O -1.1584 0.4340 0.3111
C 0.0768 1.9467 -1.0966
H -1.4044 0.4808 -1.7315
H 0.2066 -0.1309 -1.0563
H 0.4838 2.1495 -2.0832
H 0.8408 1.9312 -0.3202
H -0.6661 2.7284 -0.9084
*
```

3.
Below is a molecular structure, C3H11NO4 at a distorted geometry, with properties calculated with wB97M-V/def2-TZVPD.

Results
**Molecular weight**: 125.124 g/mol
**Kohn-Sham gap**: 0.14754 hartree
**Relative energy (zero: lowest compared OMol25 entry of this formula, charge and spin)**: 10.865 eV
**F_max**: 7.8 eV/A

The geometry in ORCA input format:
```
! RIJCOSX wB97M-V def2-TZVPD def2/J DEFGRID3
* xyz 0 1
O -0.4989 1.0423 -1.2099
C -0.2349 1.4005 0.0891
C 0.9890 1.2522 0.6446
N 2.2229 1.1371 0.0305
C 2.7389 -0.2717 0.2150
O 1.8571 -1.2390 -0.1952
H -1.2184 1.6621 0.6728
H -0.3044 -3.1923 -0.3562
H 1.0619 1.3616 1.7105
H 2.1208 1.3643 -1.0942
H 3.7153 -0.4368 -0.2905
H 2.8863 -0.1273 1.3323
H -0.0914 -2.5184 -0.4581
H -1.3520 0.6774 -1.2800
H -3.8050 0.2087 -1.2731
O -2.9727 0.4990 -0.9219
H -2.4721 -1.6625 1.2613
H -2.6420 -0.3142 0.1035
O -2.0003 -0.8431 1.0193
*
```

4.
Below is a molecular structure, C5H12O2, with properties calculated with wB97M-V/def2-TZVPD.

Results
**Molecular weight**: 104.149 g/mol
**Kohn-Sham gap**: 0.38748 hartree
**Relative energy (zero: lowest compared OMol25 entry of this formula, charge and spin)**: 2.283 eV
**F_max**: 0.4 eV/A

The geometry in ORCA input format:
```
! RIJCOSX wB97M-V def2-TZVPD def2/J DEFGRID3
* xyz 0 1
C -1.9497 -0.3253 -2.6460
C -1.6525 -0.3336 -1.1549
O -0.5665 -1.1915 -0.8491
C 0.6396 0.0678 1.4387
C 1.7001 0.7062 2.3471
O 2.3726 1.2826 1.2095
C 1.5789 0.4903 0.3143
H -2.1196 -1.3491 -2.9938
H -1.0970 0.0829 -3.2024
H -2.8299 0.2831 -2.8794
H -2.5048 -0.7271 -0.5926
H -1.4683 0.6897 -0.7860
H -0.3138 0.6022 1.4116
H 0.4547 -1.0007 1.5454
H 1.3748 1.4636 3.0713
H 2.3343 -0.0380 2.8495
H 0.2257 -0.8124 -1.2480
H 2.1644 -0.3325 -0.1254
H 1.1386 1.0858 -0.4988
*
```

Lowest unoccupied orbital energy, respectively: -1.229, 0.836, -4.791, 0.898 eV.